No. 1
Formula: C30H54O11P4
Source: the OMol25 dataset
Level of theory: wB97M-V/def2-TZVPD

The geometry in XYZ format:
```
99
C30H54O11P4 wB97M-V/def2-TZVPD
C 1.84130 -2.19589 -1.54923
C 1.95444 -0.65573 -1.07136
P 2.97804 0.54155 -2.13292
C 4.38710 -0.36107 -3.12340
C 1.83973 1.33001 -3.50898
C 1.64696 2.98732 -3.58578
P 2.49232 4.21676 -2.35160
C 1.24334 4.25280 -0.85705
O 4.06219 3.65886 -1.85283
C 0.66705 3.72950 -4.71996
C -0.18001 2.82501 -5.81722
C 0.00404 1.19659 -5.71062
C 1.00979 0.44516 -4.60224
C 1.07048 -1.18682 -4.70576
O 2.13921 -1.97301 -4.72811
C -0.42857 -1.90130 -4.92995
C -1.34328 -1.21478 -5.93118
C -2.87196 -1.72189 -6.27456
C -4.04855 -0.91648 -5.42264
C -3.96706 -1.17929 -3.79037
C -4.00005 0.72005 -5.62095
C -0.84771 0.17368 -6.72809
O -1.09459 0.42878 -8.01378
H 1.66930 -2.85840 -0.57036
H 2.76399 -2.66249 -2.08706
H 0.82128 -2.30831 -2.15841
H 2.38811 -0.65724 0.03855
H 0.85090 -0.22361 -0.98582
H 4.37567 0.02748 -4.25202
H 5.42882 -0.05007 -2.63264
H 4.28331 -1.52160 -3.13362
H 1.07274 3.19541 -0.38332
H 1.55525 5.00961 -0.02042
H 0.17570 4.61518 -1.24812
H 3.96342 3.39212 -0.87209
H 0.52016 4.90317 -4.75195
H -0.90396 3.25415 -6.63395
H -0.78344 -2.85756 -4.33724
H -3.09785 -1.73422 -7.43781
H -2.94578 -2.86028 -5.92811
H -5.08695 -1.29166 -5.81333
H -4.10757 -2.29665 -3.47456
H -4.87409 -0.57634 -3.30849
H -2.98287 -0.67766 -3.34880
H -3.05819 1.08697 -4.98565
H -4.92432 1.29325 -5.19410
H -3.73645 1.00641 -6.74719
C 0.28873 3.18118 3.93464
C -0.50131 3.44515 2.66452
O -1.63824 4.25685 2.91097
P -1.35717 5.82483 3.36558
O -1.11366 6.33721 1.92495
O -2.93852 6.35868 3.33803
C -3.37011 7.37929 2.44769
C -3.89964 6.77555 1.15383
O -1.62925 5.25232 4.97527
C -2.75956 5.64408 5.74315
C -3.99050 4.80432 5.42632
H 0.72146 4.10613 4.32611
H 1.10538 2.47885 3.74238
H -0.35745 2.76788 4.71684
H 0.12954 3.91569 1.90632
H -0.86127 2.49783 2.25718
H -2.57418 8.11463 2.26339
H -4.17464 7.92931 2.94560
H -3.20911 6.06104 0.71066
H -4.11320 7.56267 0.42075
H -4.83040 6.22933 1.35100
H -2.94638 6.71855 5.63094
H -2.50201 5.48871 6.79649
H -4.21251 4.73375 4.35688
H -4.87603 5.22007 5.92308
H -3.85066 3.77540 5.76572
C 4.94962 -4.81278 4.84500
C 4.85726 -5.57811 3.53626
O 3.54469 -6.06180 3.30088
P 2.36738 -4.93136 3.01753
O 2.72836 -4.73779 1.52439
O 1.12922 -5.98174 2.63013
C 0.52316 -5.98495 1.34432
C 1.21385 -6.98502 0.42683
O 1.96404 -5.14765 4.68589
C 0.74301 -5.74329 5.10425
C 0.81570 -7.26496 5.10779
H 4.34906 -3.89955 4.80793
H 5.98557 -4.52982 5.05447
H 4.57198 -5.41684 5.67729
H 5.17490 -4.95275 2.69824
H 5.52034 -6.44513 3.57494
H 0.49861 -4.97584 0.90926
H -0.52292 -6.27822 1.47627
H 2.29466 -6.86143 0.40914
H 0.83079 -6.89670 -0.59691
H 1.02201 -8.00669 0.77747
H -0.09360 -5.36617 4.50437
H 0.55680 -5.40788 6.13033
H 1.19235 -7.69034 4.17229
H -0.17634 -7.69539 5.29319
H 1.49879 -7.61455 5.88534
```

Summary:
relative energy (zero: lowest compared OMol25 entry of this formula, charge and spin) = 481.8 kcal per mole
largest force on an atom = 9.36 eV/A
highest occupied orbital energy = -8.049 eV
frontier orbital gap = 6.00 eV
SMILES = CCP(C)c1c(P(C)O)ccc2c1C(=O)C=C(CC(C)C)C2=O.CCOP(=O)(OCC)OCC.CCOP(=O)(OCC)OCC



No. 2
Formula: C30H55Br2F3N4O11P
Source: the OMol25 dataset
Level of theory: wB97M-V/def2-TZVPD

The geometry in XYZ format:
```
106
C30H55Br2F3N4O11P wB97M-V/def2-TZVPD
C -5.30680 0.99756 4.78681
C -5.27452 -0.48385 4.93266
Br -6.67910 -1.20629 5.94865
C -4.33728 -1.28454 4.40334
Br -4.38433 -3.16163 4.61574
N -3.29370 -0.70382 3.64837
C -1.98427 -0.42210 3.83430
N -1.27066 -0.64353 4.93800
P -1.78602 -1.43564 6.42021
C -0.64326 -0.82499 7.71331
C -1.15166 -3.14323 6.19771
N -1.45045 0.17397 2.76407
C -2.40902 0.25459 1.86813
C -2.37825 0.79638 0.48986
C -0.98931 1.27101 0.03826
C -0.68855 2.69088 0.42257
F -0.52607 2.83133 1.75343
F -1.69338 3.51335 0.07928
F 0.42845 3.13277 -0.16902
N -3.53546 -0.26271 2.35046
O -4.72703 -0.36969 1.72817
H -4.40383 1.46082 5.16282
H -6.11263 1.39310 5.38286
H -5.52810 1.28969 3.76679
H -0.32759 -0.29283 4.88092
H -1.15575 -0.87682 8.66115
H 0.21352 -1.48385 7.77749
H -0.30623 0.18585 7.52771
H -1.51598 -3.50963 5.25029
H -1.47580 -3.76204 7.01743
H -0.06942 -3.13481 6.12728
H -3.15393 1.53591 0.35045
H -2.62922 -0.04057 -0.15316
H -0.96469 1.18250 -1.03906
H -0.25550 0.57467 0.41856
H -4.87277 -1.31773 1.59069
O -1.35297 -0.93741 -5.04154
C -0.77000 0.09383 -5.21602
O -0.51276 0.87418 -4.14495
C 0.33774 2.02406 -4.17363
C -0.40888 3.26068 -4.62936
C -0.38693 0.56755 -6.59708
H 1.23421 1.84111 -4.76689
H 0.66745 2.15652 -3.14357
H -0.76917 3.15780 -5.65239
H 0.23800 4.13633 -4.57990
H -1.27916 3.43155 -3.99397
H -1.25257 1.03946 -7.06007
H -0.09883 -0.29956 -7.18506
H 0.45470 1.25582 -6.61634
O 3.45374 -0.62176 -6.64186
C 3.22865 -1.72974 -6.23248
O 3.16941 -2.75075 -7.09543
C 3.07503 -4.11690 -6.66872
C 1.64185 -4.52500 -6.40040
C 2.92988 -1.97596 -4.77395
H 3.72465 -4.29962 -5.81285
H 3.47388 -4.69705 -7.49873
H 1.20369 -3.94773 -5.58615
H 1.59324 -5.58119 -6.13639
H 1.02832 -4.35618 -7.28576
H 1.87944 -1.74672 -4.58715
H 3.55051 -1.30662 -4.18447
H 3.14509 -2.98556 -4.43625
O -6.07953 2.71117 2.31268
C -6.38973 3.51919 1.47350
O -5.50431 3.81114 0.51663
C -5.80961 4.63557 -0.62130
C -5.64273 6.10657 -0.31161
C -7.70897 4.24468 1.52318
H -6.80008 4.39836 -1.00948
H -5.09371 4.33515 -1.38365
H -6.33266 6.43709 0.46463
H -5.82168 6.70310 -1.20523
H -4.63199 6.30343 0.04462
H -7.61783 5.08331 2.21189
H -8.46092 3.55812 1.90324
H -8.05372 4.60923 0.55961
O 4.58142 -4.70523 -3.42454
C 5.33794 -4.09363 -2.71927
O 5.55362 -2.79758 -2.98216
C 6.27518 -1.90704 -2.12633
C 7.76985 -1.98377 -2.35546
C 6.09901 -4.76168 -1.60065
H 6.00162 -2.07068 -1.08317
H 5.91311 -0.91540 -2.39126
H 8.16412 -2.97168 -2.11710
H 8.28619 -1.25007 -1.73694
H 8.00162 -1.78564 -3.40171
H 6.97809 -5.24792 -2.02088
H 5.45655 -5.51803 -1.15779
H 6.40738 -4.08576 -0.80677
O 4.40124 -0.97627 1.09373
C 4.20698 -0.26582 2.03674
O 4.53131 -0.71239 3.26295
C 4.47676 0.10828 4.42863
C 3.08667 0.12727 5.02962
C 3.53791 1.08342 1.88639
H 4.85288 1.10997 4.21957
H 5.17384 -0.34609 5.12925
H 2.35882 0.56022 4.34053
H 3.07440 0.70732 5.95282
H 2.76382 -0.89173 5.24906
H 2.45916 0.93517 1.84718
H 3.86660 1.52067 0.94748
H 3.77177 1.79274 2.67623
```

Summary:
largest force on an atom = 1.45 eV/A
highest occupied orbital energy = -10.964 eV
net charge = +1
frontier orbital gap = 8.36 eV